DFT (ωB97M-V with the def2-TZVPD basis set) results for a structure of composition C17H30BrCaN9O5S at a distorted geometry.

Geometry as XYZ:
```
64
Properties=species:S:1:pos:R:3:mulliken_charge:R:1
Ca -0.1664 0.1339 -0.2738 1.550
C -0.3480 5.5523 -2.7668 -1.322
C 0.3994 4.6695 -1.8053 0.460
C 1.4926 5.1136 -1.0762 -0.335
C 2.1870 4.2483 -0.2415 -0.698
C 1.7138 2.9446 -0.1593 0.142
Br 2.6607 1.6781 0.8805 -0.085
N 0.6504 2.5207 -0.8070 0.480
C 0.0225 3.3399 -1.6359 -0.675
H 0.0832 6.5553 -2.7902 0.346
H -1.3997 5.6403 -2.4865 0.301
H -0.3135 5.1399 -3.7768 0.311
H 1.8252 6.1435 -1.1740 0.288
H 3.0595 4.5647 0.3096 0.366
H -0.7913 2.8846 -2.1930 0.510
C -4.8862 -0.0822 2.2898 -0.985
N -4.5777 0.9574 1.3160 -0.081
C -4.1692 2.1857 1.9877 -0.994
C -3.5835 0.5484 0.3663 -0.167
N -2.4193 0.9540 0.2592 -0.363
N -4.0893 -0.5048 -0.4597 -0.120
C -3.2999 -1.4783 -1.0582 0.352
N -4.0918 -2.3153 -1.8871 -0.651
N -2.0595 -1.5958 -0.8506 -0.200
H -5.6725 0.2815 2.9575 0.370
H -4.0079 -0.3544 2.8909 0.289
H -5.2466 -0.9762 1.7819 0.299
H -4.9992 2.5397 2.6068 0.290
H -3.9332 2.9420 1.2401 0.307
H -3.2777 2.0481 2.6122 0.381
H -1.7867 1.4371 1.0007 0.309
H -4.9941 -0.3523 -0.8719 0.272
H -4.8596 -2.7396 -1.3849 0.207
H -3.5146 -3.0116 -2.3361 0.298
H -1.6151 -2.4189 -1.2282 -0.129
O 0.0512 -1.5592 -3.9256 -0.782
S 0.4528 -0.2739 -3.3220 1.298
O 1.1794 0.5823 -4.2606 -0.779
O 1.3396 -0.5866 -2.1171 -0.891
O -0.7305 0.4326 -2.7428 -0.655
C 2.1199 -5.3776 -1.0888 -0.657
C 2.3207 -4.0250 -1.7431 -0.832
N 1.4279 -3.0882 -1.1169 0.161
C 1.3541 -2.9765 0.2411 -0.076
N 0.7844 -1.9523 0.7641 -0.054
C 0.6043 -1.9481 2.2088 -0.700
C 1.8504 -2.4917 2.8890 -0.587
C 2.0963 -3.9159 2.4060 -0.827
N 1.8837 -4.0364 0.9744 0.388
C 2.4464 -5.2351 0.3931 -0.764
H 2.7491 -6.1495 -1.5390 0.380
H 1.0751 -5.6734 -1.2145 0.292
H 2.0791 -4.0335 -2.8060 0.426
H 3.3793 -3.7259 -1.6481 0.353
H 1.3017 -2.1839 -1.6220 0.053
H -0.2614 -2.5706 2.4904 0.148
H 0.3555 -0.9053 2.4804 0.217
H 1.7590 -2.4823 3.9784 0.367
H 2.6937 -1.8508 2.6149 0.225
H 1.4263 -4.6085 2.9390 0.296
H 3.1222 -4.2440 2.6303 0.392
H 2.0729 -6.0994 0.9605 0.322
H 3.5413 -5.2298 0.5233 0.351
O -0.4778 0.9171 1.6920 -1.390
```

Computed properties:
Lowest unoccupied orbital energy   4.61 eV
HOMO   0.5009 eV
ΔE to the lowest compared entry with this formula, charge and spin   65.1 kcal per mole
E   -5184.724118 a.u.
Total charge   -2

=====

DFT (ωB97M-V with the def2-TZVPD basis set) results for a cluster of 2 separate species, C17H23BrF8N3OS in total at a distorted geometry.

Geometry as XYZ:
```
54
Properties=species:S:1:pos:R:3:mulliken_charge:R:1
C 1.5318 -0.2901 1.3090 -0.755
C 0.3242 -0.1446 0.1634 0.448
C 0.6476 0.8771 -1.0831 -0.375
C -0.5566 1.0325 -2.2282 -0.586
C -1.9960 0.2039 -2.0342 -0.286
C -2.3206 -0.7969 -0.7769 0.217
C -3.7189 -1.6049 -0.4995 0.229
N -4.5254 -1.9397 -1.7348 -0.212
C -6.0327 -1.9290 -1.4064 0.052
N -6.7221 -3.0537 -0.6171 -0.373
S -6.6076 -2.7744 1.1143 -0.065
N -6.8875 -0.9135 -1.8484 -0.125
C -6.4145 0.2773 -2.6569 -0.405
C -6.5970 1.6241 -1.6956 -0.499
C -5.1402 2.2510 -1.2603 -0.127
Br -4.9561 4.2244 -1.5433 -0.134
C -1.1045 -0.9750 0.3551 -0.673
H 1.5051 0.7481 1.8970 0.256
H 2.5896 -0.4923 0.8288 0.163
H 1.2597 -1.1440 2.0849 0.297
H 1.6665 1.4865 -1.1840 0.288
H -0.3641 1.7660 -3.1385 0.282
H -2.8309 0.3682 -2.8586 0.219
H -3.4773 -2.5484 0.1792 0.323
H -4.4049 -0.8897 0.1649 0.045
H -4.3398 -2.9701 -1.9201 0.385
H -7.7593 -3.0118 -0.8242 0.376
H -6.4596 -1.3755 1.3819 0.170
H -7.9272 -0.9433 -1.6243 0.314
H -7.1724 0.3883 -3.5642 0.314
H -5.3342 0.1747 -3.1004 0.261
H -7.2087 1.2622 -0.7506 0.217
H -7.2768 2.4336 -2.2440 0.412
H -4.3293 1.7294 -1.9291 -0.123
H -4.9006 1.9227 -0.1403 0.293
H -1.2709 -1.6841 1.2736 0.173
C 7.9042 0.7855 0.5521 -0.667
C 8.7935 0.1021 1.6014 0.863
C 8.3462 -1.2975 2.0055 0.096
F 7.1225 -1.2964 2.5811 -0.200
F 9.1981 -1.8257 2.9255 -0.280
F 8.9128 0.9148 2.6855 -0.270
F 10.0524 0.0108 1.0667 -0.328
O 6.9409 1.7120 1.0596 -0.404
C 5.6993 1.1410 1.4681 0.811
C 5.4097 1.3604 2.9574 0.189
F 6.3626 0.7884 3.7381 -0.213
F 4.2263 0.7963 3.3165 -0.232
F 5.6656 -0.1654 1.1122 -0.288
F 4.7462 1.7574 0.7177 -0.316
H 8.5705 1.4008 -0.0658 0.402
H 7.4604 0.0732 -0.1532 0.328
H 8.3285 -1.9731 1.1449 0.274
H 5.3714 2.4266 3.1980 0.240
```

Computed properties:
Lowest unoccupied orbital energy   -4.80 eV
HOMO   -10.8447 eV
E   -4671.502585 a.u.
Total charge   +1

=====

DFT (ωB97M-V with the def2-TZVPD basis set) results for a cluster of 2 separate species, C23H22BFNO5 in total at a distorted geometry.

Geometry as XYZ:
```
53
Properties=species:S:1:pos:R:3:mulliken_charge:R:1
C -5.3271 0.7820 0.0411 -1.320
C -4.1802 -0.0221 0.4009 0.452
C -3.9180 -1.2041 1.0813 -0.974
C -2.5123 -1.4035 0.9775 -0.712
C -1.9472 -0.3553 0.2515 0.658
B -0.8171 -0.0927 -0.9722 1.103
N -0.9407 -0.1966 -2.5634 0.151
C -1.9206 -1.2307 -2.9507 -0.711
C -1.1415 1.1919 -3.1626 -0.290
C -0.7182 2.1034 -2.0370 0.412
O -0.5450 3.2974 -2.0632 -0.583
O -0.5338 1.3539 -0.8802 -0.562
C 0.4320 -0.7149 -2.9186 -0.776
C 0.6820 -1.7172 -1.8400 0.640
O 1.2910 -2.7627 -1.8947 -0.611
O 0.0655 -1.2713 -0.7045 -0.723
O -2.9914 0.5084 -0.0207 -0.398
H -6.2564 0.2077 -0.0430 0.378
H -5.4395 1.5376 0.8372 0.267
H -5.1453 1.2999 -0.9169 0.283
H -4.6443 -1.8526 1.5722 0.438
H -1.9842 -2.2541 1.4083 0.571
H -1.6967 -1.5489 -3.9779 0.355
H -1.8189 -2.0898 -2.2623 0.305
H -2.9357 -0.8231 -2.8723 0.326
H -0.4912 1.3694 -4.0403 0.336
H -2.1868 1.3538 -3.4582 0.356
H 0.4402 -1.1788 -3.9091 0.470
H 1.1773 0.0967 -2.8940 0.323
F 0.5897 1.1789 5.4807 -0.304
C 0.8636 1.5483 4.1846 -0.113
C 1.2339 2.8749 3.9652 -0.388
C 1.4258 3.2814 2.6379 -0.778
C 1.1885 2.3997 1.5910 -0.458
C 1.0136 1.0091 1.8601 0.690
C 1.2956 0.1086 0.7754 -0.320
C 2.5005 -0.6737 0.7099 0.682
C 3.3779 -0.5055 -0.4095 0.007
C 4.4302 -1.3814 -0.6569 -0.730
C 4.7004 -2.4216 0.2696 -0.475
C 3.9422 -2.4920 1.4517 -0.674
C 2.8473 -1.6515 1.6694 -0.264
C 0.6896 0.6148 3.1717 0.009
H 1.3891 3.5695 4.7899 0.470
H 1.7501 4.2981 2.4221 0.425
H 1.2200 2.7561 0.5552 0.377
H 1.2039 0.6167 -0.1662 0.037
H 3.1678 0.3096 -1.1146 0.456
H 5.0244 -1.2917 -1.5674 0.407
H 5.5254 -3.1107 0.0656 0.421
H 4.1788 -3.2535 2.2141 0.382
H 2.1810 -1.7979 2.5367 0.342
H 0.2645 -0.3701 3.3759 0.635
```

Computed properties:
Lowest unoccupied orbital energy   -5.62 eV
HOMO   -10.6290 eV
ΔE to the lowest compared entry with this formula, charge and spin   47.7 kcal per mole
E   -1445.066401 a.u.
Total charge   +1

=====

DFT (ωB97M-V with the def2-TZVPD basis set) results for the molecule C6H13NO at a distorted geometry.

Geometry as XYZ:
```
21
Properties=species:S:1:pos:R:3:mulliken_charge:R:1
C 0.4528 2.7049 0.4944 -1.257
C -0.8342 1.7936 0.1214 -0.524
C -0.7756 0.3234 0.4889 -0.595
C -1.0258 -0.4981 -0.8631 -0.724
N -0.6053 -1.9459 -0.8632 -0.158
C 0.5065 -2.4968 -0.3682 0.574
C 1.7593 -1.6694 0.2113 -0.840
O 0.5574 -3.7438 -0.3410 -0.660
H 0.1365 3.7042 0.3517 0.408
H 1.2494 2.5571 -0.0939 0.373
H 0.7288 2.5231 1.6141 0.276
H -1.9076 2.1328 0.4865 0.296
H -1.0654 1.7865 -0.9084 0.428
H 0.0742 0.1298 1.0570 0.433
H -1.5984 0.1082 1.2106 0.242
H -2.0861 -0.4902 -0.9475 0.309
H -0.3896 0.0907 -1.5395 0.336
H -1.3337 -2.5341 -1.0610 0.248
H 2.2873 -1.2941 -0.6517 0.269
H 2.4099 -2.3657 0.8865 0.250
H 1.4595 -0.8163 0.7151 0.316
```

Computed properties:
Lowest unoccupied orbital energy   0.82 eV
HOMO   -9.3551 eV
ΔE to the lowest compared entry with this formula, charge and spin   52.0 kcal per mole
E   -366.351005 a.u.
Total charge   0

=====

DFT (ωB97M-V with the def2-TZVPD basis set) results for the molecule C4H9N3O at a distorted geometry.

Geometry as XYZ:
```
17
Properties=species:S:1:pos:R:3:mulliken_charge:R:1
C -0.2881 0.0892 -2.3393 -1.523
C 0.5491 0.1152 -1.1100 0.208
N 0.0299 0.8383 0.1017 -0.673
C 0.5907 0.2720 1.3511 1.093
N -0.2388 0.4710 2.5128 -0.630
O 1.9584 0.5758 1.5507 -0.510
C 0.1813 -0.5796 0.1686 -0.288
N -1.0966 -1.3071 0.2578 -0.747
H -1.3473 0.2751 -2.1339 0.377
H 0.0548 0.8559 -3.0417 0.372
H -0.1993 -0.8831 -2.8341 0.311
H 1.6029 0.2536 -1.3210 0.474
H -1.0488 -0.1396 2.4061 0.300
H 0.2619 0.1040 3.3184 0.261
H 2.0499 1.5390 1.4620 0.345
H -1.8366 -0.6043 0.2273 0.323
H -1.2233 -1.8754 -0.5765 0.306
```

Computed properties:
Lowest unoccupied orbital energy   0.98 eV
HOMO   -9.1362 eV
ΔE to the lowest compared entry with this formula, charge and spin   82.2 kcal per mole
E   -397.219620 a.u.
Total charge   0

=====

DFT (ωB97M-V with the def2-TZVPD basis set) results for a structure of composition C23H39AlBeCl3F15NO15PS2 at a distorted geometry.

Geometry as XYZ:
```
101
Properties=species:S:1:pos:R:3:mulliken_charge:R:1
C 1.2338 -3.6635 5.4707 -1.246
S 1.7007 -2.5597 4.2080 1.439
O 1.4614 -1.1921 4.5914 -0.572
O 3.0743 -2.8610 3.8546 -0.686
C 0.6265 -2.8794 2.8362 1.193
C 0.3745 -2.0543 1.8091 -0.452
C 0.8402 -0.7015 1.4139 -0.970
C 2.3269 -0.3765 1.5941 -0.970
C 3.2662 -1.1734 0.7016 0.958
F 4.5230 -0.7979 1.0194 -0.349
F 3.1724 -2.5059 0.9737 -0.257
C 3.1901 -0.9107 -0.8738 0.500
F 2.5321 0.1960 -1.1650 -0.197
F 4.3791 -0.7992 -1.4325 -0.238
S 2.3013 -2.3982 -1.7958 1.556
F 1.0986 -1.4182 -2.5496 -0.129
F 1.3054 -2.6738 -0.6964 -0.057
F 3.2904 -3.5219 -1.3056 -0.429
F 3.0796 -2.2992 -3.1358 -0.317
F 1.4382 -3.7834 -2.5817 -0.107
C -0.6581 -2.7578 0.9790 0.034
O -1.0762 -2.4281 -0.1125 -0.671
O -1.0730 -3.8562 1.5938 -0.244
C -0.1576 -4.1210 2.6567 -0.077
O -0.0792 -5.1555 3.1482 -0.305
H 0.2557 -3.3706 5.8467 0.433
H 1.2586 -4.6939 5.1256 0.453
H 1.9977 -3.5309 6.2374 0.469
H 0.5571 -0.5545 0.3681 0.373
H 0.2669 0.0496 1.9680 0.930
H 2.4469 0.6945 1.4251 0.664
H 2.7102 -0.5562 2.5985 0.264
Al -0.2052 -1.2898 -4.2451 0.908
F -1.0982 -7.9200 3.0669 -0.347
P -2.3422 -7.5893 4.1534 0.993
F -3.1597 -6.2092 4.5767 -0.332
F -1.7316 -8.9135 4.9433 -0.324
F -3.1186 -7.3719 2.6841 -0.347
F -1.1446 -6.7777 4.9857 -0.302
F -3.7452 -8.3474 4.5866 -0.306
C 6.1855 -1.6186 3.2135 0.946
O 5.3268 -0.9959 3.8162 -0.342
O 6.4155 -2.8453 3.3141 -0.270
O 6.9800 -1.1440 2.3677 -0.296
Be 2.0673 -5.3279 -2.6189 0.460
O -0.7878 -5.7517 -1.4151 -0.638
H -1.1344 -6.2730 -0.6716 0.367
H -0.9031 -4.8381 -1.1130 0.329
O 0.6048 1.4498 3.4505 -0.539
C 1.1298 2.1070 4.3171 0.338
O 1.3229 3.4248 4.1698 -0.363
C 2.0692 3.9555 5.2875 -0.450
C 1.8537 2.9565 6.4167 -0.626
C 1.7043 1.6415 5.6489 -0.183
H 3.1170 4.0294 4.9922 0.258
H 1.6998 4.9504 5.5165 0.334
H 2.6588 2.9612 7.1467 0.353
H 0.9245 3.1803 6.9404 0.290
H 2.6638 1.1618 5.4485 0.149
H 1.0389 0.9401 6.1406 0.367
C 3.3654 -8.8015 -2.4429 0.082
Cl 3.0210 -7.2840 -3.5061 0.037
Cl 3.1639 -10.1588 -3.4759 0.035
Cl 4.9492 -8.6646 -1.7683 0.021
H 2.6209 -8.8091 -1.6548 0.330
C -1.4915 5.2438 -7.0015 -0.723
O -1.3629 5.5687 -5.6314 -0.356
C -2.5757 5.9923 -5.0051 -0.784
C -3.0382 4.9545 -4.0081 0.002
N -3.4866 3.7449 -4.6862 -0.303
C -3.7320 2.5932 -3.8386 -0.871
C -2.5408 2.0118 -3.0740 -0.210
O -1.5429 1.4031 -3.9002 -0.299
C -0.5855 2.2954 -4.4689 -0.698
H -0.4871 5.1023 -7.3976 0.237
H -2.0602 4.3175 -7.1571 0.299
H -1.9747 6.0504 -7.5577 0.361
H -3.3503 6.2197 -5.7424 0.441
H -2.3542 6.9085 -4.4601 0.357
H -3.8589 5.3574 -3.4157 0.220
H -2.1972 4.7479 -3.3301 0.127
H -2.8058 3.4943 -5.3898 0.044
H -4.1344 1.8007 -4.4760 0.397
H -4.5099 2.8432 -3.1124 0.411
H -2.9334 1.2104 -2.4475 0.131
H -2.0788 2.7439 -2.4056 0.316
H -0.3870 3.1465 -3.8174 0.303
H -0.9007 2.6487 -5.4509 0.288
H 0.3519 1.7430 -4.6117 0.237
O -2.8790 -0.5080 -1.1756 -0.562
H -2.3524 -1.1406 -0.6715 0.316
H -3.5224 -1.0581 -1.6380 0.291
C -4.3919 8.7932 -1.1525 -1.219
C -3.7926 7.5031 -1.6767 -0.054
O -2.5414 7.7417 -2.3324 -0.485
H -4.5431 9.4982 -1.9693 0.315
H -5.3490 8.6130 -0.6627 0.339
H -3.7198 9.2649 -0.4327 0.347
H -4.4562 7.0465 -2.4076 0.314
H -3.6349 6.7918 -0.8584 0.271
H -1.9565 8.1397 -1.6796 0.273
```

Computed properties:
Lowest unoccupied orbital energy   -10.47 eV
HOMO   -12.2310 eV
E   -6355.611374 a.u.
Total charge   +2